1.
DFT (wB97M-V/def2-TZVPD) results for C4H3N3O2 in the gas phase in a non-equilibrium geometry.

SMILES string: [H]/N=C1/N=CC(=O)C(=O)N1
Energy relative to the best compared isomer or geometry (same formula, charge and spin): 34.73 kcal per mole
Net charge: 0

Last column: Löwdin charge in e.
CARTESIAN COORDINATES (ANGSTROEM)
C1 1.061 -0.761 0.058  -0.412
C2 1.493 0.654 -0.181  -0.255
N1 -2.539 -0.252 0.020  0.173
H1 0.476 2.844 0.291  0.149
O1 1.958 -1.615 0.346  0.053
C3 0.393 1.712 0.097  -0.032
H2 -0.504 -2.219 -0.276  0.201
H3 -2.708 -1.224 -0.026  0.041
N2 -0.196 -1.160 -0.275  0.144
N3 -0.828 1.339 0.199  0.113
C4 -1.308 -0.061 -0.066  -0.326
O2 2.702 0.741 -0.186  0.151

---

2.
DFT (wB97M-V/def2-TZVPD) results for C4H3N4S2 as an isolated structure in a non-equilibrium geometry.

Energy relative to the best compared isomer or geometry (same formula, charge and spin): 0.00 kcal per mole
Net charge: +1

Last column: Löwdin charge in e.
CARTESIAN COORDINATES (ANGSTROEM)
H1 1.825 -3.773 -0.079  0.133
C1 -0.041 -1.780 1.291  -0.341
H2 -1.556 2.932 0.616  0.132
N1 -1.457 -0.231 1.127  -0.325
C2 1.315 -3.084 0.555  -0.269
C3 -1.897 1.939 0.918  -0.141
N2 1.550 -3.253 1.825  -0.297
S1 -3.023 -0.189 0.960  1.119
N3 -3.092 1.351 0.762  -0.261
S2 0.642 -2.377 2.757  1.122
H3 0.177 0.893 1.355  0.130
N4 0.414 -2.160 0.169  0.123
C4 -0.875 0.953 1.111  -0.126

---

3.
DFT (wB97M-V/def2-TZVPD) results for C4H3N5O2 in the gas phase in a non-equilibrium geometry.

Expectation value of S²: 2.0116
Net charge: 0
E_tot: -578.15581 hartree
Multiplicity: 3

Last column: Mulliken spin population.
CARTESIAN COORDINATES (ANGSTROEM)
N1 -4.669 0.065 -0.023  0.087
N2 -2.082 -0.462 -0.235  0.051
N3 -1.537 1.678 -0.029  0.183
O1 -4.969 -1.090 -0.326  0.182
H1 0.564 -0.876 0.260  0.005
C1 -2.089 -1.796 -0.033  -0.019
H2 0.804 0.745 0.662  0.007
C2 -1.074 0.461 -0.130  0.249
H3 0.979 0.247 -1.061  0.030
N4 -2.902 1.667 0.004  0.426
O2 -5.464 0.933 0.274  0.316
N5 -1.991 -2.863 0.377  0.050
C3 -3.359 0.499 -0.032  0.432
C4 0.383 0.171 -0.027  0.002

---

4.
DFT (wB97M-V/def2-TZVPD) results for C4H3NO in the gas phase in a non-equilibrium geometry.

SMILES string: C=CC(=O)C#N
Energy relative to the best compared isomer or geometry (same formula, charge and spin): 38.72 kcal per mole
Net charge: 0

Last column: Löwdin charge in e.
CARTESIAN COORDINATES (ANGSTROEM)
H1 -0.072 -1.530 0.013  0.072
C1 -1.507 0.010 0.322  -0.083
H2 1.746 0.994 0.141  0.134
O1 -0.734 2.144 -0.140  0.139
C2 0.841 0.365 0.089  -0.114
C3 -0.479 0.993 0.098  -0.466
C4 0.826 -0.905 -0.084  0.031
H3 1.844 -1.368 -0.294  0.108
N1 -2.465 -0.703 -0.145  0.181

---

5.
DFT (wB97M-V/def2-TZVPD) results for C4H3NO in the gas phase in a non-equilibrium geometry.

Energy relative to the best compared isomer or geometry (same formula, charge and spin): 76.95 kcal per mole
Net charge: 0

Last column: Löwdin charge in e.
CARTESIAN COORDINATES (ANGSTROEM)
C1 0.506 -0.722 0.105  -0.369
N1 2.577 0.782 -0.249  0.170
H1 -0.645 1.497 -0.876  0.102
C2 1.662 0.090 -0.083  -0.208
H2 -1.644 -0.820 0.376  0.123
C3 0.486 -2.033 0.113  0.315
O1 -1.218 0.718 -0.846  -0.024
C4 -0.878 -0.048 0.266  -0.244
H3 -0.846 0.536 1.194  0.135

---

6.
DFT (wB97M-V/def2-TZVPD) results for C4H3NO in the gas phase in a non-equilibrium geometry.

Energy relative to the best compared isomer or geometry (same formula, charge and spin): 82.15 kcal per mole
Net charge: 0

Last column: Löwdin charge in e.
CARTESIAN COORDINATES (ANGSTROEM)
O1 -4.197 -0.392 -0.138  0.191
H1 0.238 -2.217 -0.376  0.047
C1 0.171 -0.008 0.066  -0.242
C2 -0.351 -1.318 0.129  0.080
C3 -3.130 -0.006 0.047  -0.324
C4 -0.822 0.970 0.071  -0.117
H2 -0.627 2.031 -0.281  0.129
H3 1.272 0.253 0.234  0.113
N1 -2.176 0.681 0.236  0.124

---

7.
DFT (wB97M-V/def2-TZVPD) results for C4H3NO in the gas phase in a non-equilibrium geometry.

SMILES string: N#C[C@H]1C=C1O
Energy relative to the best compared isomer or geometry (same formula, charge and spin): 54.12 kcal per mole
Net charge: 0

Last column: Löwdin charge in e.
CARTESIAN COORDINATES (ANGSTROEM)
C1 0.394 0.399 0.412  -0.202
C2 1.742 0.027 0.115  -0.238
H1 -1.789 -1.881 0.782  0.159
H2 -0.641 1.683 -1.457  0.127
C3 -0.859 -0.292 -0.152  -0.253
N1 2.754 -0.432 -0.101  0.144
H3 0.568 1.074 1.233  0.111
O1 -1.625 -1.406 -0.088  0.070
C4 -0.544 0.828 -0.742  0.082

---

8.
DFT (wB97M-V/def2-TZVPD) results for C4H3NO2 in the gas phase in a non-equilibrium geometry.

SMILES string: O=Cc1ncco1
Energy relative to the best compared isomer or geometry (same formula, charge and spin): 53.93 kcal per mole
Net charge: 0

Last column: Löwdin charge in e.
CARTESIAN COORDINATES (ANGSTROEM)
H1 2.189 0.213 0.954  0.132
N1 0.126 -0.546 -0.945  0.156
H2 -2.401 -0.975 -0.443  0.132
C1 1.387 -0.065 -0.753  -0.118
H3 2.269 -0.364 -1.298  0.115
C2 -1.993 -0.194 0.225  -0.168
C3 1.445 0.714 0.356  -0.097
C4 -0.549 0.029 0.010  -0.332
O1 0.160 0.797 0.846  0.087
O2 -2.643 0.394 1.052  0.094

---

9.
DFT (wB97M-V/def2-TZVPD) results for C4H3NO2 as an isolated structure in a non-equilibrium geometry.

Energy relative to the best compared isomer or geometry (same formula, charge and spin): 136.66 kcal per mole
Net charge: 0

Last column: Löwdin charge in e.
CARTESIAN COORDINATES (ANGSTROEM)
H1 0.312 1.963 0.008  0.101
H2 -1.370 -0.601 1.539  0.218
C1 2.118 -0.063 -0.261  -0.129
O1 0.047 -1.225 -0.469  0.029
C2 -1.361 -0.563 0.144  -0.046
C3 0.072 1.006 -0.167  -0.039
C4 0.755 -0.185 -0.176  -0.444
O2 -1.283 0.796 -0.381  -0.073
H3 -2.599 -1.131 -0.237  0.222
N1 3.308 0.004 -0.002  0.162

---

10.
DFT (wB97M-V/def2-TZVPD) results for C4H3NO2 in the gas phase in a non-equilibrium geometry.

SMILES string: O=Cc1ccon1
Energy relative to the best compared isomer or geometry (same formula, charge and spin): 57.54 kcal per mole
Net charge: 0

Last column: Löwdin charge in e.
CARTESIAN COORDINATES (ANGSTROEM)
O1 1.685 -1.062 -0.030  -0.028
H1 -0.043 1.459 1.092  0.115
O2 -2.180 0.992 -1.317  0.083
C1 -0.213 -0.112 -0.487  -0.281
C2 0.366 0.598 0.595  -0.011
C3 1.522 -0.059 0.837  -0.115
C4 -1.670 0.006 -0.853  -0.185
H2 -2.263 -0.875 -0.532  0.132
H3 2.261 0.143 1.609  0.135
N1 0.535 -1.088 -0.915  0.154

---

11.
DFT (wB97M-V/def2-TZVPD) results for C4H3NO2 in the gas phase.

SMILES string: [H]/N=C1/C=C=C(O)O1
Energy relative to the best compared isomer or geometry (same formula, charge and spin): 73.43 kcal per mole
Net charge: 0

Last column: Löwdin charge in e.
CARTESIAN COORDINATES (ANGSTROEM)
H1 2.659 0.846 0.019  0.081
C1 0.096 -1.279 0.100  -0.062
H2 0.496 -2.286 0.190  0.100
C2 -0.981 0.534 -0.072  -0.415
N1 2.305 -0.108 0.081  0.211
O1 0.241 1.025 -0.070  0.119
C3 -1.209 -0.891 0.028  0.004
H3 -2.743 0.895 -0.154  0.143
O2 -1.920 1.422 -0.169  0.187
C4 1.056 -0.158 0.046  -0.368

---

12.
DFT (wB97M-V/def2-TZVPD) results for C4H3NO2 in the gas phase in a non-equilibrium geometry.

SMILES string: c1[nH]cc2ooc12
Energy relative to the best compared isomer or geometry (same formula, charge and spin): 203.33 kcal per mole
Net charge: 0

Last column: Löwdin charge in e.
CARTESIAN COORDINATES (ANGSTROEM)
H1 -0.223 -2.155 -0.467  0.144
C1 -1.081 -0.357 -0.402  -0.026
C2 1.095 -0.891 0.610  0.079
C3 0.806 0.933 0.208  -0.041
H2 -2.014 -0.505 -0.915  0.122
O1 0.685 2.311 0.521  0.016
H3 2.075 -1.181 0.329  0.034
C4 -0.519 0.864 -0.068  -0.289
N1 -0.118 -1.258 -0.018  -0.073
O2 -0.706 2.239 0.201  0.035